Record 1
74
Properties=species:S:1:pos:R:3 method="wB97M-V/def2-TZVPD" total_energy_ha=-4991.91660 orbital_gap_ev=6.1661 relative_energy_kcal_mol=10.0 e_lumo_ha=-0.458 total_charge=+4 homo_energy_ha=-0.685
V -0.26758 0.92493 0.20601
F 5.70214 0.27237 -2.51592
C 5.42647 0.38185 -1.21744
C 4.12859 0.49713 -0.86788
C 3.75261 0.54575 0.49760
C 2.42986 0.62567 0.92633
O 1.42815 0.67674 -0.02482
C 2.12048 0.61994 2.27630
C 3.16946 0.54630 3.18744
N 4.43729 0.50524 2.81459
C 5.47914 0.40732 3.85336
C 6.36297 1.59228 4.11107
C 5.33011 1.19216 5.11813
C 4.78760 0.47669 1.46602
C 6.12111 0.36806 1.08380
C 6.50584 0.30620 -0.26097
N 7.81334 0.15774 -0.62712
C 8.35876 0.27938 -1.98965
C 9.64265 1.09336 -1.99247
N 10.66125 0.49001 -1.06014
C 10.09167 0.35202 0.32665
C 8.80692 -0.45469 0.26136
C 0.76289 0.57427 2.86141
O 0.45281 0.30374 3.95394
O -0.26171 0.86355 1.86590
H 3.38545 0.50894 -1.65345
H 2.96922 0.50899 4.25023
H 5.89238 -0.59158 3.90292
H 6.16700 2.49580 3.54792
H 7.40500 1.39952 4.32595
H 4.48163 1.85364 5.23567
H 5.64242 0.70033 6.02832
H 6.86387 0.35642 1.86229
H 7.67282 0.78480 -2.65348
H 8.53952 -0.72020 -2.39938
H 9.47770 2.11218 -1.64573
H 10.07395 1.12149 -2.99114
H 11.50486 1.06873 -1.03911
H 10.95707 -0.42607 -1.41034
H 9.92363 1.36364 0.69285
H 10.83382 -0.14000 0.95238
H 8.43394 -0.58352 1.27013
H 9.02339 -1.46119 -0.11735
C -4.10382 1.25654 0.96348
N -4.17756 -0.07426 0.37375
C -5.41679 -0.89602 0.49027
C -5.02340 -2.23007 -0.17161
N -3.70908 -1.89119 -0.76826
C -3.31225 -0.69847 -0.38138
S -1.79193 -0.06886 -1.03782
H -4.64881 1.97519 0.35198
H -3.06712 1.56162 1.06978
H -4.55058 1.21731 1.95446
H -6.22184 -0.38312 -0.03457
H -5.68478 -1.00061 1.53861
H -5.72025 -2.53954 -0.94473
H -4.89774 -3.03745 0.54632
H -3.16700 -2.50994 -1.35197
C -2.06640 2.75321 -3.08000
Ge -0.39620 3.22831 -2.24269
C 1.09874 2.20301 -2.93945
C -0.10457 5.12939 -2.13701
C -0.47133 2.79354 -0.19328
H -2.18291 3.43185 -3.92786
H -2.92619 2.90494 -2.42663
H -2.06513 1.73546 -3.46425
H 1.18832 2.39609 -4.00942
H 0.95144 1.12691 -2.82210
H 2.03145 2.50206 -2.46006
H -0.12302 5.51589 -3.15800
H 0.85532 5.37495 -1.68657
H -0.90426 5.61158 -1.57623
H -1.45128 3.12462 0.17030
H 0.32454 3.35319 0.30704

---

Record 2
15
Properties=species:S:1:pos:R:3 method="wB97M-V/def2-TZVPD" total_energy_ha=-1575.92343 orbital_gap_ev=6.5738 relative_energy_kcal_mol=0.0 e_lumo_ha=-0.039 total_charge=0 homo_energy_ha=-0.281
C -1.65310 1.02870 0.27633
C -1.67525 -0.41731 0.62459
C -2.38833 2.11579 0.38253
C -2.52740 -1.13910 1.34106
C -0.18662 0.88784 -0.16059
C -0.32952 -0.71222 0.18148
O -2.29046 -2.05083 -1.86461
O -2.65176 0.32018 -2.47288
S -3.09809 3.48161 0.65319
S -3.64545 -1.70703 2.25510
S -3.16095 -0.89558 -1.84176
H 0.02583 1.25492 -1.12518
H 0.39655 1.39653 0.66348
H 0.37546 -0.89404 0.94681
H -0.13436 -1.45159 -0.69788

---

Record 3
94
Properties=species:S:1:pos:R:3 method="wB97M-V/def2-TZVPD" total_energy_ha=-1783.41093 orbital_gap_ev=8.9287 relative_energy_kcal_mol=1.7 smiles="CCN(CC)CC.CNC(C)=O.CNC(C)=O.CNC(C)=O.CNC(C)=O.CNC(C)=O.CNC(C)=O" e_lumo_ha=0.010 total_charge=0 homo_energy_ha=-0.319
C 16.94601 -17.91185 11.43798
C 16.83575 -19.44303 11.61800
N 16.36749 -19.86927 12.95702
C 16.47086 -21.32711 13.12702
C 17.50250 -21.79114 14.13106
C 14.99799 -19.38487 13.14595
C 14.52524 -19.45558 14.62940
H 15.92624 -17.56591 11.26433
H 17.49608 -17.70960 10.51980
H 17.33544 -17.38322 12.30721
H 16.07474 -19.72225 10.87874
H 17.78481 -19.86868 11.29343
H 15.49317 -21.79597 13.25533
H 16.79736 -21.62762 12.12656
H 18.51968 -21.51367 13.85178
H 17.23267 -21.51151 15.14716
H 17.56698 -22.87479 13.99416
H 14.29793 -20.06102 12.64320
H 14.86933 -18.32510 12.94385
H 15.05841 -18.77999 15.29658
H 14.43702 -20.43178 15.11282
H 13.46064 -19.20411 14.59804
C 18.00727 -6.57628 11.35517
N 19.21431 -7.01467 11.97045
C 19.88524 -8.10010 11.52629
C 21.02338 -8.52017 12.41774
O 19.55658 -8.73561 10.53021
H 17.70762 -5.57630 11.66839
H 17.24268 -7.29887 11.65496
H 17.97697 -6.50390 10.26897
H 19.45867 -6.66431 12.88064
H 21.87493 -7.96735 12.01418
H 21.30986 -9.56972 12.41135
H 20.88535 -8.35488 13.48712
C 20.86671 -17.63475 7.95126
N 22.13606 -18.03624 7.34692
C 22.42478 -17.81726 6.05966
C 23.77926 -18.20288 5.53276
O 21.63321 -17.24020 5.31155
H 20.41473 -18.60162 8.18263
H 20.35152 -17.15406 7.12206
H 20.94513 -17.01463 8.84146
H 22.76123 -18.59512 7.90413
H 24.32562 -18.90158 6.17171
H 24.29905 -17.25922 5.36995
H 23.82692 -18.75143 4.59196
C 21.20896 -10.79912 7.90239
N 22.63969 -10.94652 7.83324
C 23.49467 -11.49289 8.73792
C 22.94487 -12.21838 9.96612
O 24.67391 -11.35136 8.58722
H 20.68298 -11.72057 7.63617
H 20.74258 -10.07748 7.23117
H 20.94711 -10.44457 8.90112
H 23.05666 -10.56786 6.99849
H 21.90715 -12.53976 9.86777
H 22.90108 -11.39079 10.68156
H 23.57745 -13.00461 10.36579
C 16.38460 -12.25407 8.24351
N 17.56090 -13.01013 7.87765
C 17.80182 -13.36292 6.59393
C 19.04423 -14.16161 6.36503
O 17.13804 -12.95941 5.65574
H 16.00525 -11.67175 7.40199
H 16.56866 -11.52198 9.02925
H 15.50070 -12.84392 8.49945
H 18.22173 -13.20046 8.61523
H 18.70467 -15.17950 6.15769
H 19.67993 -14.23081 7.24975
H 19.66104 -13.85113 5.52528
C 18.61291 -16.26825 15.56848
N 19.71198 -15.85914 16.43142
C 20.76563 -15.13006 15.91802
C 21.94832 -15.11686 16.84259
O 20.76574 -14.64593 14.79799
H 17.82735 -16.69756 16.19134
H 18.81228 -17.05368 14.83433
H 18.17213 -15.45479 14.99548
H 20.06714 -16.56315 17.06153
H 21.68122 -15.18412 17.89910
H 22.55469 -14.21522 16.80165
H 22.48558 -16.04309 16.63035
C 19.52763 -11.93381 11.82312
N 19.85327 -13.36736 12.07819
C 19.91948 -14.30899 11.14627
C 20.15413 -15.68983 11.67674
O 19.89470 -14.06764 9.94736
H 20.36233 -11.40982 12.27762
H 18.51134 -11.68819 12.12576
H 19.52253 -11.74523 10.75029
H 20.17748 -13.61895 13.00061
H 21.14775 -16.06444 11.42948
H 19.41147 -16.43195 11.38876
H 20.11810 -15.65136 12.76590

---

Record 4
47
Properties=species:S:1:pos:R:3 method="wB97M-V/def2-TZVPD" total_energy_ha=-6598.89423 orbital_gap_ev=9.4495 relative_energy_kcal_mol=11.4 e_lumo_ha=0.011 total_charge=0 homo_energy_ha=-0.336
C -1.57448 -2.68847 3.15080
C -1.41586 -1.71145 2.01027
Br 0.41502 -1.30614 1.58677
C -2.40150 -1.14080 1.32326
Br -4.19300 -1.56556 1.88612
C -2.20035 -0.20495 0.16393
C -2.90883 -0.82347 -1.09156
C -2.10658 -1.07805 -2.39345
C -0.59430 -1.05354 -2.23516
O -0.03186 0.23696 -1.96383
C -0.46306 1.22735 -2.78680
O -0.30534 1.26013 -3.96746
N -4.15976 -0.07568 -1.29014
C -4.36347 0.81944 -0.21719
O -5.41730 1.17976 0.21942
C -2.94406 1.16346 0.22524
B -2.66277 2.16229 1.42466
O -2.59429 1.78218 2.73577
O -2.43764 3.51334 1.13376
H -1.82674 -2.16809 4.07406
H -2.32356 -3.43882 2.91298
H -0.62578 -3.20130 3.30534
H -1.15789 0.07540 0.08390
H -3.22348 -1.82451 -0.78053
H -2.35883 -2.08502 -2.73209
H -2.47642 -0.41488 -3.17954
H -0.33658 -1.67642 -1.37557
H -0.11866 -1.52598 -3.09708
H -0.94453 2.07096 -2.26488
H -4.98168 -0.64705 -1.43529
H -2.54467 1.66773 -0.66604
H -2.02143 2.41801 3.17864
H -1.81174 3.59697 0.41026
C 5.81644 1.38287 -1.48910
C 5.22650 0.01617 -1.21646
O 5.21451 -0.27457 0.19445
C 4.21109 0.24764 0.88617
O 3.33650 0.92953 0.44058
C 4.31176 -0.19145 2.35299
F 5.56319 -0.07309 2.80699
F 3.94288 -1.47175 2.49964
F 3.52548 0.54189 3.13482
H 6.81081 1.46343 -1.04891
H 5.89196 1.55297 -2.56238
H 5.19926 2.17031 -1.05764
H 5.84077 -0.76075 -1.66640
H 4.22028 -0.07703 -1.62331